C4H11NO | ωB97M-V/def2-TZVPD

The energy above the lowest of the compared OMol25 structures with the same formula, charge and spin is 204.2 kJ/mol. As for the HOMO energy (spin up / spin down): -14.36 / -14.36 eV. As for the LUMO energy (spin up / spin down): -4.68 / -9.69 eV. The gap between HOMO and LUMO (spin up / spin down) is 9.683 / 4.674 eV.

```
! RIJCOSX wB97M-V def2-TZVPD def2/J DEFGRID3
* xyz 1 2
C -2.72061 -0.33047 1.71104
C -1.62881 0.69819 1.58428
O -1.76618 1.67876 0.88227
N -0.46513 0.68663 2.35463
H -2.86365 -0.67347 0.63632
H -3.58278 0.28801 1.94169
H 0.18249 1.47719 2.27848
H -0.04331 -0.15843 2.71222
H -2.56567 -1.13128 2.40965
C 2.02053 -0.90787 -1.58070
C 1.77906 0.27391 -2.57676
H 1.74371 -1.89503 -1.92268
H 3.07411 -0.95888 -1.28707
H 1.43571 -0.75134 -0.64657
H 1.64038 1.16904 -1.96869
H 1.07987 0.12030 -3.40004
H 2.68027 0.41474 -3.12806
*
```